Record 1
The molecule C7H9NO in a non-equilibrium geometry. Source: the Open Molecules 2025 dataset; level of theory: ωB97M-V with the def2-TZVPD basis set.

Geometry as XYZ:
```
18
C7H9NO | the Open Molecules 2025 dataset | ωB97M-V with the def2-TZVPD basis set
C 2.04539 0.18449 1.16640
C 1.75904 -0.35071 -0.37510
C 0.68892 -1.38576 -0.13268
N -0.40111 -0.48264 -0.56350
C -1.54659 -0.06021 0.13468
O -2.45361 -0.99354 0.41927
C -1.24531 1.23016 0.25424
C -0.11347 1.57395 -0.38844
C 0.56857 0.52098 -0.90087
H 2.21546 1.41966 1.38509
H 1.14810 -0.51309 1.72080
H 3.04789 -0.40956 1.26242
H 2.52190 -0.62873 -1.02497
H 0.83788 -2.15501 -1.04756
H 0.47318 -1.93805 0.87208
H -1.73291 2.19933 0.90793
H 0.27272 2.60143 0.04213
H 0.71321 0.47333 -2.07689
```

The HOMO energy is -8.92 eV. As for the LUMO energy: -0.012 Ha. The multiplicity is 1. The value obtained for the HOMO-LUMO gap is 8.58 eV. As for the SMILES: C[C@H]1CN2C(=O)C=C[C@@H]12.

natural (NBO) population analysis, charges in e, atoms 1 to 2: atom 1 (C): -0.66, atom 2 (C): -0.21



Record 2
A structure of composition C40H34ClGeN4O11PbSSe. Source: the Open Molecules 2025 dataset; level of theory: ωB97M-V with the def2-TZVPD basis set.

Geometry as XYZ:
```
94
C40H34ClGeN4O11PbSSe | the Open Molecules 2025 dataset | ωB97M-V with the def2-TZVPD basis set
Pb -0.35341 -0.38280 1.29358
O 2.34537 -3.63716 3.51718
Cl 2.24154 -2.57569 2.55129
O 3.42553 -2.51404 1.73140
O 1.06885 -2.81101 1.70465
O 2.05749 -1.30664 3.24326
O -1.61307 -2.05293 0.43322
C -2.03233 -2.04866 -0.80708
C -2.91300 -0.90319 -1.26327
C -4.02915 -1.24063 -1.99543
C -4.95935 -0.28956 -2.40490
C -4.76660 1.05631 -2.08033
C -3.67630 1.41327 -1.33513
C -2.72372 0.45941 -0.85456
O -1.77021 0.87299 -0.10148
N -6.13046 -0.69610 -3.13493
O -6.33016 -1.89315 -3.30902
O -6.87853 0.16943 -3.57724
H -2.52033 -2.98561 -1.09588
H -4.19977 -2.27418 -2.27147
H -5.48850 1.78365 -2.42543
H -3.49934 2.44802 -1.06121
O -0.83204 -2.22413 -1.85092
C 0.33511 -1.69182 -1.69047
O 0.60943 -0.73555 -0.96439
C 1.41398 -2.32669 -2.53753
C 2.82769 -2.06133 -2.02271
Ge 3.42147 -0.18963 -2.07263
C 2.80089 1.18897 -0.83675
C 2.94979 0.99150 0.53784
C 2.48531 1.93681 1.44213
C 1.87155 3.09654 0.98317
C 1.74469 3.31592 -0.38071
C 2.20658 2.36582 -1.28614
C 3.00973 0.41201 -3.90654
C 3.97771 0.42240 -4.91271
C 3.65432 0.78930 -6.21460
C 2.35177 1.14986 -6.53448
C 1.37291 1.13670 -5.54940
C 1.70117 0.76942 -4.25005
C 5.37769 -0.15561 -1.88311
C 6.06162 1.02757 -2.17035
C 7.44201 1.10328 -2.04606
C 8.16274 -0.00852 -1.62118
C 7.49544 -1.18551 -1.31413
C 6.11242 -1.25672 -1.44425
H 1.29376 -1.93976 -3.55400
H 1.20705 -3.39599 -2.56988
H 3.53684 -2.58560 -2.66984
H 2.94613 -2.44683 -1.00686
H 3.41535 0.08462 0.91019
H 2.58072 1.75444 2.50602
H 1.48032 3.81838 1.69002
H 1.26995 4.21997 -0.74390
H 2.09574 2.54585 -2.34947
H 4.99841 0.14131 -4.67643
H 4.42099 0.79104 -6.98125
H 2.09913 1.43679 -7.54831
H 0.35242 1.41046 -5.79156
H 0.92568 0.76470 -3.48784
H 5.50492 1.90372 -2.49064
H 7.95773 2.02959 -2.27242
H 9.24062 0.04662 -1.52568
H 8.05184 -2.04862 -0.96627
H 5.59675 -2.17608 -1.18311
Se -5.38309 -2.16138 2.51698
N -4.84034 -3.38421 3.66999
C -3.58267 -3.08014 3.92848
C -2.72842 -3.78374 4.82806
C -1.45643 -3.34351 4.95990
C -0.99937 -2.20981 4.21471
N -1.73347 -1.53269 3.37972
C -3.03197 -1.94437 3.21363
N -3.86367 -1.30973 2.41628
H -3.10722 -4.64230 5.36733
H -0.75293 -3.84836 5.60843
H 0.03525 -1.88510 4.30327
C -1.75448 3.41463 5.05695
S -1.75963 1.73833 4.37561
O -0.83070 1.78693 3.20958
C -3.41880 1.81812 3.69454
C -3.57243 1.98311 2.33028
C -4.85851 2.02283 1.80314
C -5.95954 1.89014 2.63684
C -5.78774 1.69769 4.00491
C -4.50935 1.64956 4.53903
H -1.86352 4.09762 4.21429
H -0.79290 3.56108 5.55050
H -2.57597 3.52559 5.76546
H -2.69657 2.03618 1.68766
H -4.99134 2.13003 0.73347
H -6.95930 1.91120 2.21987
H -6.64858 1.57145 4.65070
H -4.35921 1.47393 5.60041
```

The HOMO energy is -5.55 eV. As for the LUMO energy: 0.034 Ha. The multiplicity is 1. The value obtained for the HOMO-LUMO gap is 6.46 eV. The total charge is -1.

Löwdin population analysis, charges in e, atoms 1 to 2: atom 1 (Pb): 1.55, atom 2 (O): -0.35



Record 3
The molecule C5H3ClS in a non-equilibrium geometry. Source: the Open Molecules 2025 dataset; level of theory: ωB97M-V with the def2-TZVPD basis set.

Geometry as XYZ:
```
10
C5H3ClS | the Open Molecules 2025 dataset | ωB97M-V with the def2-TZVPD basis set
C -0.46787 1.67713 -1.74929
C 0.17484 0.84746 -1.10793
C 0.97677 -0.08333 -0.41801
C 0.53115 -0.80201 0.65391
Cl 1.59632 -1.91596 1.41938
C -0.83800 -0.64452 1.17545
S -1.48568 -1.41006 2.44446
H -1.04849 2.43837 -2.26939
H 1.99985 -0.24936 -0.78559
H -1.43887 0.14228 0.63701
```

The HOMO energy is -8.99 eV. As for the LUMO energy: -0.051 Ha. The multiplicity is 1. The value obtained for the HOMO-LUMO gap is 7.61 eV. As for the SMILES: C#C/C=C(/Cl)C=S.

natural (NBO) population analysis, charges in e, atoms 1 to 2: atom 1 (C): -0.17, atom 2 (C): -0.08